(1)
Density functional theory data (ωB97M-V with the def2-TZVPD basis set) for a molecular structure, C14H8BCo2F3O7.

Computed properties:
Energy above the lowest of the compared OMol25 structures with the same formula, charge and spin ... 122.92 kcal per mole
Charge ... 0

```
35
C14H8BCo2F3O7, DFT ωB97M-V with the def2-TZVPD basis set
C -5.17 2.29 -1.34
C -4.06 1.18 -1.22
C -4.30 -0.12 -0.78
C -3.02 -0.83 -0.66
C -2.00 -0.12 -1.20
B 0.45 3.10 -1.55
F 0.33 2.34 -0.36
F 0.42 2.29 -2.65
F -0.53 4.00 -1.57
O -2.61 1.31 -1.51
H -6.18 1.84 -1.33
H -5.33 2.91 -0.41
H -5.23 2.90 -2.27
H -5.30 -0.62 -0.59
H -2.66 -1.80 -0.28
O 2.77 -5.03 1.21
C 2.85 -3.90 1.43
Co 3.02 -2.15 1.71
C 1.93 -1.93 3.14
O 1.30 -1.74 4.06
C 4.65 -2.41 2.38
O 5.73 -2.61 2.80
C 1.87 -1.67 -0.20
C 0.92 -0.66 -0.45
C -0.37 -0.47 -1.22
Co 2.32 -0.09 0.54
C 1.26 0.57 1.79
O 0.52 0.97 2.60
C 2.90 1.34 -0.44
O 3.19 2.26 -1.06
C 3.80 0.11 1.66
O 4.64 0.75 2.21
H 2.57 -2.36 -0.77
H -0.21 -0.16 -2.21
H -0.45 -1.51 -1.43
```



(2)
Density functional theory data (ωB97M-V with the def2-TZVPD basis set) for a single C4H7N3O molecule.

Computed properties:
Energy above the lowest of the compared OMol25 structures with the same formula, charge and spin ... 80.29 kcal per mole
SMILES string ... Cc1co/c(=N/N)[nH]1
Charge ... 0

```
15
C4H7N3O, DFT ωB97M-V with the def2-TZVPD basis set
C -1.91 -0.05 -1.48
C -1.02 -0.41 -0.52
C -0.80 -1.59 0.07
O 0.30 -1.50 0.99
C 0.84 -0.29 0.82
N 2.02 -0.03 1.35
N 2.33 1.38 1.21
N -0.05 0.42 0.08
H -2.86 0.58 -1.08
H -2.41 -0.97 -1.93
H -1.43 0.64 -2.37
H -1.47 -2.41 0.26
H 2.59 1.54 2.26
H 3.36 1.53 0.84
H 0.50 1.15 -0.50
```



(3)
Density functional theory data (ωB97M-V with the def2-TZVPD basis set) for 4 unconnected molecules or ions with the total composition C38H39BF24N2O10.

Computed properties:
SMILES string ... C[C@H](O)CNCCOc1cccc2c1C(=O)c1c(B(O)N(C)C)cc(CC(=O)O)cc1C2=O.FC(F)C(F)(F)COC(F)(F)C(F)F.FC(F)C(F)(F)COC(F)(F)C(F)F.FC(F)C(F)(F)COC(F)(F)C(F)F
Charge ... 0

```
114
C38H39BF24N2O10, DFT ωB97M-V with the def2-TZVPD basis set
C 4.90 -3.10 -0.60
C 4.16 -2.32 -1.66
O 4.75 -2.64 -2.93
C 4.21 -0.80 -1.42
N 3.02 -0.29 -0.73
C 2.27 0.71 -1.52
C 0.82 0.59 -1.12
O 0.09 1.81 -1.37
C -0.96 1.93 -0.48
C -0.79 2.80 0.59
C -1.80 2.93 1.55
C -2.94 2.15 1.44
C -3.10 1.28 0.37
C -2.12 1.17 -0.63
C -2.36 0.27 -1.80
O -1.93 0.52 -2.90
C -3.16 -0.92 -1.52
C -3.01 -2.10 -2.25
B -2.03 -2.24 -3.50
O -2.62 -2.41 -4.73
N -0.56 -2.29 -3.44
C 0.05 -1.25 -4.32
C -0.18 -3.61 -4.01
C -3.76 -3.23 -1.88
C -4.67 -3.18 -0.81
C -5.43 -4.43 -0.46
C -6.61 -4.64 -1.39
O -7.03 -5.73 -1.62
O -7.19 -3.54 -1.93
C -4.85 -1.98 -0.14
C -4.10 -0.86 -0.49
C -4.30 0.42 0.25
O -5.38 0.71 0.71
H 4.57 -4.13 -0.61
H 5.96 -3.08 -0.83
H 4.69 -2.70 0.39
H 3.12 -2.66 -1.70
H 4.03 -2.65 -3.57
H 4.40 -0.29 -2.35
H 5.07 -0.62 -0.77
H 2.38 -1.07 -0.58
H 2.68 1.68 -1.31
H 2.34 0.46 -2.59
H 0.79 0.39 -0.05
H 0.35 -0.25 -1.63
H 0.10 3.39 0.70
H -1.67 3.61 2.37
H -3.71 2.23 2.20
H -3.52 -2.06 -4.72
H 0.97 -1.64 -4.73
H 0.22 -0.34 -3.76
H -0.59 -0.99 -5.16
H -0.82 -4.40 -3.63
H -0.29 -3.60 -5.10
H 0.86 -3.84 -3.79
H -3.64 -4.16 -2.41
H -4.78 -5.28 -0.62
H -5.79 -4.42 0.57
H -6.55 -3.01 -2.40
H -5.57 -1.91 0.66
F -3.37 -4.58 2.16
C -2.88 -3.55 2.89
F -2.26 -2.70 2.05
C -1.89 -4.01 3.96
F -0.72 -4.37 3.39
F -1.65 -2.90 4.71
C -2.32 -5.09 4.96
O -2.03 -6.45 4.70
C -2.81 -7.23 3.88
F -4.02 -6.68 3.69
F -3.00 -8.40 4.53
C -2.11 -7.60 2.56
F -1.57 -6.52 1.96
F -3.03 -8.13 1.73
H -3.72 -3.02 3.36
H -1.73 -4.88 5.85
H -3.37 -4.96 5.26
H -1.32 -8.33 2.75
F 3.53 7.38 -1.23
C 3.68 8.25 -2.24
F 2.97 9.37 -1.95
C 3.19 7.70 -3.59
F 1.84 7.67 -3.62
F 3.59 8.63 -4.51
C 3.75 6.36 -4.09
O 3.05 5.16 -3.82
C 3.15 4.49 -2.63
F 4.24 4.89 -1.94
F 3.34 3.19 -2.93
C 1.88 4.56 -1.77
F 1.41 5.81 -1.67
F 2.19 4.11 -0.53
H 4.74 8.53 -2.32
H 3.69 6.44 -5.17
H 4.81 6.26 -3.85
H 1.10 3.92 -2.20
F 2.53 4.60 5.79
C 2.76 5.45 4.77
F 2.07 6.59 5.01
C 2.31 4.89 3.41
F 0.96 4.91 3.31
F 2.78 5.80 2.50
C 2.84 3.53 2.94
O 2.09 2.35 3.18
C 2.12 1.69 4.38
F 3.19 2.05 5.12
F 2.27 0.38 4.10
C 0.80 1.80 5.16
F 0.36 3.07 5.23
F 1.00 1.35 6.42
H 3.83 5.68 4.74
H 2.83 3.61 1.85
H 3.89 3.39 3.22
H 0.04 1.19 4.68
```



(4)
Density functional theory data (ωB97M-V with the def2-TZVPD basis set) for 2 unconnected molecules or ions with the total composition C3H10N2.

Computed properties:
Energy above the lowest of the compared OMol25 structures with the same formula, charge and spin ... 37.31 kcal per mole
SMILES string ... C=NC.CN
Charge ... 0

```
15
C3H10N2, DFT ωB97M-V with the def2-TZVPD basis set
C 3.11 -0.75 -0.84
N 2.06 -0.12 -1.12
C 2.06 1.31 -0.73
H 3.22 -1.79 -1.09
H 3.91 -0.20 -0.33
H 1.92 1.29 0.36
H 1.23 1.79 -1.22
H 3.01 1.78 -0.97
C -3.50 -0.36 0.49
N -3.06 -0.17 1.84
H -2.72 -0.36 -0.28
H -4.15 0.43 0.10
H -4.02 -1.31 0.44
H -2.24 0.35 2.05
H -3.16 -0.97 2.41
```



HOMO energy values (in eV) by entry order: -7.84, -7.96, -9.01, -8.72.